Entry 1:
{"formula": "C28H48BN2O12", "method": "wB97M-V/def2-TZVPD", "symbols": ["C", "C", "C", "C", "C", "C", "C", "O", "C", "O", "B", "N", "O", "C", "C", "C", "C", "N", "O", "H", "H", "H", "H", "H", "H", "H", "H", "H", "H", "H", "H", "H", "H", "H", "H", "H", "H", "H", "H", "H", "H", "H", "H", "O", "C", "O", "C", "C", "C", "H", "H", "H", "H", "H", "H", "O", "C", "O", "C", "C", "C", "H", "H", "H", "H", "H", "H", "O", "C", "O", "C", "C", "C", "H", "H", "H", "H", "H", "H", "O", "C", "O", "C", "C", "C", "H", "H", "H", "H", "H", "H"], "positions_angstrom": [[1.2480, 1.9151, 2.1360], [0.5651, 0.5594, 1.9248], [-0.3140, 0.3078, 3.1580], [1.6034, -0.5853, 1.7971], [2.0632, -0.9590, 0.3606], [1.4503, -2.2745, -0.2388], [0.6140, -3.1307, 0.6905], [1.5529, -3.8332, 1.5438], [1.3189, -3.8629, 2.8486], [0.2424, -3.8542, 3.3762], [3.6287, -1.2133, 0.3882], [4.2913, -1.7946, 1.5687], [4.3264, -0.9566, -0.7691], [1.7800, 0.2347, -0.5874], [0.3216, 0.7586, -0.6088], [0.3405, 2.2675, -0.9635], [-0.5430, 0.0767, -1.6732], [-0.3154, 0.5771, 0.7276], [-1.2979, -0.2449, 0.7812], [1.9396, 1.8454, 2.9802], [1.8120, 2.2557, 1.2673], [0.4964, 2.6693, 2.3747], [-1.1824, 0.9700, 3.1425], [0.2718, 0.5423, 4.0523], [-0.6465, -0.7285, 3.2159], [1.2303, -1.4379, 2.3579], [2.4834, -0.2445, 2.3555], [0.8611, -2.0576, -1.1308], [2.2627, -2.9231, -0.5952], [-0.0832, -2.5567, 1.3012], [0.0413, -3.8722, 0.1269], [2.2535, -3.8972, 3.4191], [5.1694, -2.2482, 1.3281], [4.5298, -1.0892, 2.2593], [5.2759, -1.0629, -0.6442], [2.0328, -0.0497, -1.6133], [2.4537, 1.0517, -0.3137], [0.4210, 2.8906, -0.0752], [1.1617, 2.4765, -1.6562], [-0.5850, 2.5399, -1.4766], [-1.4812, 0.6100, -1.8173], [0.0066, 0.1296, -2.6201], [-0.7253, -0.9727, -1.4541], [-2.4727, 3.4178, -2.4587], [-2.1849, 3.1893, -3.6017], [-1.3133, 2.2202, -3.9443], [-1.1022, 2.2125, -5.3728], [-2.3325, 2.8965, -5.9531], [-2.6946, 3.8848, -4.8468], [-0.1761, 2.7538, -5.5799], [-0.9944, 1.1788, -5.6897], [-2.1525, 3.3592, -6.9211], [-3.1156, 2.1485, -6.0456], [-2.1763, 4.8410, -4.9423], [-3.7621, 4.0691, -4.7566], [7.6810, -7.0269, 2.6211], [6.5792, -6.7204, 2.9635], [6.1955, -5.4261, 3.0911], [4.8562, -5.3470, 3.6075], [4.2156, -6.6891, 3.2699], [5.4187, -7.6285, 3.3316], [4.9130, -5.1734, 4.6846], [4.3622, -4.5008, 3.1352], [3.4022, -6.9524, 3.9425], [3.8194, -6.6617, 2.2539], [5.5961, -8.0104, 4.3385], [5.3637, -8.4637, 2.6396], [-1.0206, 3.7871, 3.7159], [-1.5469, 4.5336, 2.9442], [-0.9801, 5.7042, 2.5696], [-1.8634, 6.4321, 1.6983], [-2.7953, 5.3810, 1.1035], [-2.8802, 4.3651, 2.2411], [-2.3997, 7.1716, 2.2971], [-1.2584, 6.9493, 0.9580], [-3.7539, 5.7905, 0.7932], [-2.3263, 4.9195, 0.2334], [-3.6700, 4.6020, 2.9562], [-2.9988, 3.3381, 1.9057], [-3.8974, 0.2479, -5.2574], [-4.6080, 0.1481, -4.2964], [-5.8463, -0.3816, -4.3757], [-6.5098, -0.2973, -3.0998], [-5.3875, -0.1778, -2.0743], [-4.3202, 0.5717, -2.8692], [-7.1574, 0.5820, -3.1115], [-7.1236, -1.1859, -2.9785], [-5.6979, 0.3217, -1.1597], [-5.0200, -1.1697, -1.8100], [-4.4380, 1.6552, -2.8007], [-3.3020, 0.3122, -2.5938]], "lumo_ev": [0.2809, 0.2790], "s2": 0.75, "multiplicity": 2, "gap_ev": [7.998, 9.384], "total_energy_ev": -58042.7728}

Entry 2:
{"formula": "C28H48BeBrCaF7KLiN3O11PS2", "method": "wB97M-V/def2-TZVPD", "symbols": ["C", "C", "P", "C", "C", "C", "N", "C", "O", "C", "C", "C", "C", "C", "C", "C", "C", "C", "C", "C", "C", "H", "H", "H", "H", "H", "H", "H", "H", "H", "H", "H", "H", "H", "H", "H", "H", "H", "H", "H", "H", "H", "H", "H", "H", "H", "H", "H", "H", "H", "H", "H", "H", "H", "H", "C", "F", "F", "F", "S", "O", "O", "N", "S", "O", "O", "C", "F", "F", "F", "Be", "C", "C", "O", "C", "O", "O", "F", "H", "H", "H", "O", "C", "C", "O", "H", "H", "H", "H", "Li", "K", "C", "C", "O", "N", "C", "H", "H", "H", "H", "H", "H", "H", "Br", "Ca"], "positions_angstrom": [[4.4831, -2.0583, -3.4741], [4.0873, -1.4782, -2.0617], [2.2865, -1.7359, -1.5825], [2.1715, -3.6111, -1.3352], [0.8613, -4.2274, -1.9161], [1.2393, -1.2506, -3.0595], [2.0310, -0.1564, -3.6843], [1.0953, 0.8302, -4.2499], [1.1402, 1.3522, -5.2793], [0.0418, 0.9903, -3.0915], [-0.1748, -0.5484, -2.8314], [-0.9420, -0.7858, -1.5056], [-2.3677, -0.1562, -1.5545], [-3.5066, -1.2456, -1.5875], [-3.5767, -1.7069, -3.0971], [-4.8325, -0.5102, -1.2415], [-6.0584, -1.4526, -0.8944], [-5.8726, -2.9505, -1.1018], [-6.6484, -3.6653, -2.0132], [-7.7916, -4.5806, -1.5659], [-6.4335, -3.6071, -3.5241], [4.6159, -1.2064, -4.1562], [5.4501, -2.5961, -3.4912], [3.7019, -2.6988, -3.9513], [4.2839, -0.3977, -2.0563], [4.7419, -1.9224, -1.2914], [2.2994, -3.8056, -0.2611], [3.0491, -4.1128, -1.8194], [1.0386, -4.6321, -2.9284], [0.0410, -3.5017, -1.9330], [0.5607, -5.0809, -1.2900], [1.0608, -2.1063, -3.7319], [2.3432, 0.3830, -2.8678], [-0.8521, 1.4105, -3.5697], [0.4150, 1.4924, -2.1900], [-0.7026, -0.8223, -3.7656], [-0.9445, -1.8342, -1.1708], [-0.3718, -0.2240, -0.7423], [-2.5428, 0.5111, -2.4099], [-2.5382, 0.4551, -0.6499], [-3.2542, -2.0704, -0.9071], [-4.4555, -1.2448, -3.5660], [-2.6532, -1.4996, -3.6457], [-3.7860, -2.7908, -3.0734], [-4.6664, 0.1374, -0.3490], [-5.0866, 0.1312, -2.0967], [-6.3308, -1.2994, 0.1599], [-6.9063, -1.1080, -1.5070], [-5.1504, -3.5377, -0.5163], [-8.1452, -4.3482, -0.5579], [-7.4780, -5.6482, -1.5846], [-8.6115, -4.5177, -2.2971], [-6.2742, -2.5898, -3.9070], [-5.5941, -4.2742, -3.7772], [-7.3113, -4.0238, -4.0488], [-3.4591, 2.6752, 6.5340], [-2.7303, 2.2752, 7.5754], [-4.7342, 2.4151, 6.7956], [-3.3314, 4.0063, 6.4236], [-2.9239, 1.8454, 4.9930], [-3.1021, 0.4084, 5.2037], [-1.5208, 2.2030, 4.8059], [-3.9407, 2.5267, 4.0305], [-3.8137, 2.0710, 2.4962], [-4.2112, 0.7237, 2.2135], [-2.6333, 2.5287, 1.8071], [-5.1725, 3.1078, 1.8424], [-4.9298, 4.4229, 2.0770], [-6.3345, 2.8200, 2.4247], [-5.3233, 2.9424, 0.5449], [-1.3672, 0.1627, 4.2037], [-0.4373, 5.9564, 4.9272], [1.0141, 6.2180, 4.6477], [1.5548, 4.9343, 4.4152], [0.4901, 4.1772, 3.9047], [0.6285, 3.1479, 3.3631], [-0.6956, 4.8009, 4.1169], [1.6438, 6.7574, 5.7162], [-0.6212, 5.7173, 5.9757], [-1.0773, 6.7890, 4.6392], [1.1814, 6.8543, 3.7625], [7.1929, 4.0549, -1.1873], [6.7613, 3.2650, -0.3484], [6.3006, 1.7671, -1.1712], [5.8465, 0.9931, -0.3163], [5.8604, 3.5542, 0.2222], [7.4601, 2.9411, 0.4439], [7.2067, 1.4577, -1.7208], [5.6264, 2.0880, -1.9845], [-3.4030, 5.9101, 1.5127], [3.8477, -5.3270, -3.1875], [7.5190, -3.3384, 2.4910], [6.8629, -2.3373, 1.5728], [5.7254, -2.5042, 1.1433], [7.5745, -1.2349, 1.2342], [8.9192, -0.8762, 1.6490], [6.8313, -4.1603, 2.6712], [8.4241, -3.7380, 2.0316], [7.7610, -2.8739, 3.4476], [7.0797, -0.6045, 0.6171], [8.8838, 0.0845, 2.1657], [9.5464, -0.7735, 0.7618], [9.3524, -1.6207, 2.3084], [-5.3735, 5.9723, -0.2965], [2.8624, 6.7408, 3.1019]], "lumo_ev": -8.1795, "multiplicity": 1, "gap_ev": 1.394, "charge": 2, "total_energy_ev": -212171.9394}

Entry 3:
{"formula": "C28H48GeN2O4Si3Ti", "method": "wB97M-V/def2-TZVPD", "symbols": ["Ti", "O", "C", "C", "C", "C", "C", "C", "C", "O", "N", "O", "O", "H", "H", "H", "H", "C", "Si", "C", "C", "Ge", "Si", "C", "C", "C", "Si", "C", "C", "C", "H", "H", "H", "H", "H", "H", "H", "H", "H", "H", "H", "H", "H", "H", "H", "H", "H", "H", "H", "H", "H", "H", "H", "H", "H", "H", "H", "C", "C", "C", "C", "C", "C", "C", "C", "C", "C", "C", "C", "N", "H", "H", "H", "H", "H", "H", "H", "H", "H", "H", "H", "H", "H", "H", "H", "H", "H"], "positions_angstrom": [[-0.5015, 0.3335, 0.0257], [-0.6679, 0.2243, 1.8618], [-0.7798, 1.2607, 2.5578], [-0.7394, 2.6069, 2.1035], [-0.8352, 3.5879, 3.1074], [-0.8033, 4.9002, 2.7792], [-0.6908, 5.3143, 1.4410], [-0.5929, 4.3849, 0.4461], [-0.5951, 3.0073, 0.7345], [-0.4891, 2.1483, -0.2441], [-0.8936, 5.9084, 3.8524], [-0.8976, 7.0754, 3.5181], [-0.9097, 5.5104, 5.0004], [-0.9170, 1.1090, 3.6274], [-0.9350, 3.3021, 4.1476], [-0.6907, 6.3718, 1.2203], [-0.5191, 4.6773, -0.5922], [2.4995, -3.9145, -0.9003], [2.5830, -2.3613, -1.9479], [4.3830, -2.2620, -2.4580], [1.5624, -2.5203, -3.5136], [1.7479, -0.4722, -0.7482], [2.7348, 1.4245, -1.8570], [2.6649, 3.0484, -0.9068], [1.7169, 1.6744, -3.4176], [4.5383, 1.2000, -2.3117], [2.8702, -0.7104, 1.3731], [4.6784, -1.1533, 1.1664], [2.0425, -2.0895, 2.3457], [2.8287, 0.8252, 2.4743], [2.7236, -4.7957, -1.5150], [1.5327, -4.0670, -0.4206], [3.2608, -3.8562, -0.1122], [4.6813, -3.2390, -2.8568], [5.0375, -2.0270, -1.6120], [4.5558, -1.5145, -3.2351], [1.6062, -3.5333, -3.9308], [1.9481, -1.8268, -4.2704], [0.5153, -2.2686, -3.3305], [1.6667, 3.4897, -0.9655], [3.3706, 3.7601, -1.3485], [2.9255, 2.9405, 0.1503], [0.6560, 1.6259, -3.1726], [1.9223, 0.8910, -4.1568], [1.9158, 2.6451, -3.8863], [5.1183, 0.8764, -1.4386], [4.9549, 2.1510, -2.6625], [4.6802, 0.4564, -3.0986], [4.7998, -2.1007, 0.6317], [5.1641, -1.2473, 2.1443], [5.2035, -0.3771, 0.5965], [2.2320, -3.0650, 1.8834], [0.9623, -1.9485, 2.3832], [2.4171, -2.1258, 3.3753], [2.9601, 1.7529, 1.9102], [3.6337, 0.7717, 3.2154], [1.8886, 0.8979, 3.0292], [-3.8899, 2.1734, 0.7079], [-4.6543, 1.0223, 0.0562], [-4.5621, 1.1106, -1.4704], [-4.2839, -0.3603, 0.5920], [-5.1926, -0.9505, 1.4616], [-5.0352, -2.2533, 1.9041], [-4.0172, -3.0050, 1.3536], [-3.0990, -2.4755, 0.4455], [-2.2695, -3.5319, -0.2895], [-0.9828, -3.1188, -0.9891], [-3.1942, -4.1925, -1.3284], [-3.1250, -1.0833, 0.1901], [-2.0223, -0.4123, -0.3480], [-4.2983, 3.1402, 0.3954], [-2.8533, 2.1325, 0.3966], [-3.9426, 2.1167, 1.7991], [-5.7064, 1.1506, 0.3203], [-3.5260, 1.0717, -1.7992], [-5.0043, 2.0478, -1.8248], [-5.0990, 0.2822, -1.9373], [-6.0535, -0.3717, 1.7882], [-5.7268, -2.6894, 2.6158], [-3.9400, -4.0584, 1.6060], [-2.0126, -4.2912, 0.4544], [-1.1658, -2.3730, -1.7571], [-0.5364, -3.9980, -1.4636], [-0.2614, -2.7029, -0.2909], [-3.5241, -3.4485, -2.0602], [-4.0821, -4.6204, -0.8594], [-2.6652, -4.9894, -1.8609]], "lumo_ev": -1.9663, "de_lowest_kcal_mol": 28.4, "multiplicity": 1, "gap_ev": 5.684, "total_energy_ev": -144249.9376}

Entry 4:
{"formula": "C28H48HgN4O12", "method": "wB97M-V/def2-TZVPD", "symbols": ["Hg", "C", "C", "C", "O", "C", "C", "C", "O", "O", "O", "H", "H", "C", "C", "C", "O", "C", "C", "C", "O", "O", "O", "H", "H", "C", "C", "C", "O", "C", "N", "H", "H", "H", "H", "H", "H", "H", "H", "H", "H", "H", "C", "C", "C", "O", "C", "N", "H", "H", "H", "H", "H", "H", "H", "H", "H", "H", "H", "C", "C", "C", "O", "C", "N", "H", "H", "H", "H", "H", "H", "H", "H", "H", "H", "H", "C", "C", "C", "O", "C", "N", "H", "H", "H", "H", "H", "H", "H", "H", "H", "H", "H"], "positions_angstrom": [[0.1844, -0.7252, 0.8838], [2.3088, 3.1654, 0.8190], [1.8722, 1.8276, 0.7457], [2.9388, 0.6419, 0.5816], [2.4803, -0.5198, 0.6175], [4.3011, 1.1265, 0.2644], [4.6480, 2.4601, 0.2266], [3.6007, 3.4570, 0.5200], [3.8708, 4.7540, 0.5695], [5.8772, 2.7921, -0.0350], [0.7465, 1.4329, 1.0185], [1.5744, 3.9543, 0.8879], [5.0433, 0.4196, -0.0759], [-4.4273, -3.4081, -0.2651], [-5.6605, -2.6486, -0.3222], [-5.8358, -1.4075, 0.6913], [-7.0005, -0.9784, 0.9007], [-4.5477, -0.8553, 1.2920], [-3.3390, -1.5486, 1.1552], [-3.3090, -2.9275, 0.4544], [-2.3016, -3.7568, 0.3968], [-2.2731, -0.9249, 1.5508], [-6.6740, -2.8997, -0.8922], [-4.4453, -4.3702, -0.7554], [-4.4970, 0.1168, 1.7599], [-3.8929, 3.2732, 1.1895], [-3.8426, 4.4193, 2.1577], [-2.4255, 4.8210, 2.4979], [-1.8825, 4.0492, 3.5723], [-0.4394, 4.0880, 3.6532], [-4.7420, 5.4461, 1.6607], [-4.7858, 2.6538, 1.2738], [-3.0902, 2.5407, 1.2744], [-3.8195, 3.6973, 0.1881], [-4.4298, 4.0517, 2.9992], [-2.4746, 5.8501, 2.8537], [-1.8715, 4.8815, 1.5611], [-0.1997, 5.1240, 3.8924], [0.0170, 3.8273, 2.6983], [-0.1479, 3.2977, 4.3450], [-5.7273, 5.2702, 1.7959], [-4.5828, 5.4260, 0.6636], [-0.9102, -2.4812, -3.1878], [-0.4449, -1.2856, -2.2760], [-1.4881, -0.3147, -1.9521], [-0.9297, 0.5645, -0.9953], [-1.3202, 2.0016, -1.1756], [-0.0331, -2.0597, -1.1042], [-0.0942, -3.1807, -3.3694], [-1.2919, -2.1854, -4.1650], [-1.7736, -3.0027, -2.7748], [0.4520, -0.7713, -2.6214], [-2.4182, -0.7492, -1.5858], [-1.6790, 0.2596, -2.8587], [-1.2263, 2.6037, -0.2718], [-2.3673, 2.2385, -1.3643], [-0.5888, 2.3398, -1.9097], [0.5997, -2.7026, -1.5585], [-0.8618, -2.5693, -0.8329], [4.8764, -1.9687, -2.3700], [3.9987, -2.1928, -3.6516], [3.7614, -0.8329, -4.3618], [2.6135, -0.8229, -5.1968], [2.0608, 0.3134, -5.8158], [4.4404, -3.2342, -4.6022], [5.1717, -2.9461, -1.9885], [4.4072, -1.5088, -1.5003], [5.8283, -1.5427, -2.6869], [3.0549, -2.5505, -3.2401], [4.6098, -0.6804, -5.0290], [3.7670, -0.0421, -3.6116], [1.3923, 0.6880, -5.0406], [1.5152, 0.1256, -6.7405], [2.7504, 1.1446, -5.9630], [3.7680, -3.1257, -5.3480], [4.2085, -4.1233, -4.1830], [0.9949, -4.2683, 3.3723], [0.4446, -2.9405, 2.9267], [1.3467, -1.8338, 3.4268], [0.7963, -0.5835, 3.0482], [1.3270, 0.5195, 3.7663], [0.3867, -2.9448, 1.5278], [2.0229, -4.5394, 3.1317], [0.3820, -5.1363, 3.1293], [1.0669, -4.2854, 4.4598], [-0.5436, -2.8163, 3.3696], [2.3194, -2.0349, 2.9779], [1.4376, -1.9955, 4.5009], [0.8591, 1.4569, 3.4655], [2.3791, 0.6949, 3.5420], [1.1596, 0.4025, 4.8370], [1.2811, -3.3712, 1.3320], [-0.3082, -3.6240, 1.2520]], "lumo_ev": 3.8128, "multiplicity": 1, "gap_ev": 5.700, "charge": -2, "total_energy_ev": -64513.9541}